Below is a structure of composition C14H30NO6PSW, with properties calculated with ωB97M-V/def2-TZVPD.

The total energy is -50682.78488 eV. The value obtained for the HOMO energy (spin up / spin down) is -23.1 / -23.1 eV. Its net charge is +4. For the HOMO-LUMO gap (spin up / spin down), the calculation gives 6.65 / 6.64 eV. As for the spin multiplicity: 1. Its relative energy (zero: lowest compared OMol25 entry of this formula, charge and spin) is 3.212 eV.

Geometry as XYZ:
```
54
C14H30NO6PSW | the Open Molecules 2025 dataset | ωB97M-V/def2-TZVPD
W -0.3322 0.2665 0.1979
O -0.8021 -1.7301 1.7801
C -0.7991 -1.4662 3.2274
C -1.8774 -0.4379 3.5751
N -1.6515 0.8256 2.8444
C -2.7886 1.4875 2.1987
C -2.6049 1.2729 0.7047
O -2.6420 2.0758 -0.1867
O -2.1200 0.0454 0.4067
C -0.5733 1.6942 3.3298
C 0.1659 1.4713 2.0453
O 0.8573 0.4123 1.7863
O -0.1350 2.1011 0.9670
H -1.4440 -2.4574 1.6614
H 0.2101 -1.1182 3.4743
H -0.9805 -2.3962 3.7742
H -1.8848 -0.2728 4.6596
H -2.8580 -0.8292 3.2902
H -2.8422 2.5634 2.4166
H -3.7483 1.0582 2.5254
H -0.0725 1.3010 4.2173
H -0.8623 2.7357 3.5015
C -0.8472 -2.1273 -1.9110
C 0.6912 -2.2179 -1.9669
P 1.4143 -1.3853 -0.4706
C 2.5490 0.0409 -1.0064
C 2.8293 0.1114 -2.5087
C 2.5242 -2.5491 0.4354
C 3.7380 -2.9779 -0.3867
H -1.2573 -2.5170 -2.8487
H -1.2325 -1.0682 -1.8034
H -1.2546 -2.7655 -1.1174
H 1.0768 -1.7761 -2.8899
H 0.9743 -3.2759 -1.9917
H 3.5082 -0.0880 -0.4878
H 2.1031 1.0147 -0.6339
H 3.3320 -0.7981 -2.8347
H 3.5149 0.9317 -2.7207
H 1.9310 0.2643 -3.1063
H 1.9383 -3.4281 0.7174
H 2.8417 -2.0446 1.3548
H 3.4654 -3.5828 -1.2465
H 4.3689 -3.5975 0.2500
H 4.3590 -2.1492 -0.7154
C -0.5639 3.7419 -1.8323
S -0.4662 2.2078 -2.7456
C -2.1632 2.0366 -3.2705
O -0.3714 1.1154 -1.4603
H 0.0949 3.6861 -0.9636
H -1.5805 3.9794 -1.5300
H -0.1876 4.5415 -2.4730
H -2.3256 1.0897 -3.7845
H -2.3567 2.8252 -4.0035
H -2.8627 2.1593 -2.4449
```